# 1
Computed, not measured: a molecular structure, C44H43N10O2ReS2SeTe, with ωB97M-V/def2-TZVPD.

CARTESIAN COORDINATES (ANGSTROEM)
Re1 0.06 -0.62 0.28
C1 -2.69 11.61 5.93
O1 -2.11 10.48 6.58
C2 -1.89 9.37 5.86
C3 -2.17 9.25 4.50
C4 -1.90 8.05 3.85
C5 -1.35 6.98 4.54
C6 -1.07 7.11 5.91
C7 -1.33 8.29 6.56
C8 -1.08 5.75 3.82
N1 -1.42 5.49 2.56
C9 -0.98 4.23 2.33
C10 -0.35 3.69 3.43
N2 -0.42 4.68 4.38
C11 0.22 2.39 3.43
C12 0.93 1.79 4.49
C13 1.46 0.54 4.33
C14 1.27 -0.14 3.13
N3 0.58 0.38 2.12
C15 0.08 1.64 2.25
C16 -0.58 2.19 1.10
N4 -0.66 1.39 0.01
C17 -1.24 1.87 -1.09
C18 -1.76 3.16 -1.16
C19 -1.70 3.98 -0.06
C20 -1.09 3.49 1.11
H1 -2.78 12.37 6.70
H2 -3.67 11.36 5.53
H3 -2.03 11.97 5.13
H4 -2.60 10.07 3.95
H5 -2.12 7.95 2.80
H6 -0.66 6.30 6.48
H7 -1.13 8.41 7.61
H8 -0.07 4.65 5.32
H9 1.07 2.32 5.43
H10 2.02 0.06 5.12
H11 1.66 -1.14 2.99
H12 -1.29 1.20 -1.94
H13 -2.22 3.50 -2.08
H14 -2.10 4.98 -0.06
C21 -5.54 -0.20 0.72
O2 -4.20 -0.77 0.64
C22 -3.25 -0.19 1.34
S1 -3.33 1.14 2.25
S2 -1.83 -1.32 1.28
H15 -6.15 -0.88 0.13
H16 -5.53 0.80 0.30
H17 -5.86 -0.17 1.75
C23 -0.26 -1.43 -5.24
N5 0.21 -0.93 -3.94
C24 1.62 -0.54 -3.90
C25 -0.53 -1.02 -2.83
N6 0.06 -1.25 -1.63
N7 -1.86 -0.91 -2.90
C26 -2.54 -0.11 -3.92
C27 -2.75 -1.56 -1.94
H18 0.53 -2.07 -5.65
H19 -0.45 -0.62 -5.94
H20 -1.15 -2.03 -5.11
H21 1.85 -0.03 -4.83
H22 2.27 -1.41 -3.81
H23 1.79 0.15 -3.07
H24 0.96 -1.73 -1.75
H25 -1.83 0.57 -4.41
H26 -3.31 0.48 -3.43
H27 -3.02 -0.73 -4.67
H28 -2.18 -2.23 -1.29
H29 -3.48 -2.15 -2.49
H30 -3.28 -0.82 -1.34
Te1 0.60 -3.19 1.35
C28 -0.76 -4.40 0.32
C29 -1.68 -5.10 1.09
C30 -2.60 -5.93 0.46
C31 -2.58 -6.07 -0.92
C32 -1.66 -5.37 -1.68
C33 -0.74 -4.53 -1.07
C34 2.38 -4.23 0.93
C35 3.43 -4.03 1.82
C36 4.61 -4.75 1.65
C37 4.73 -5.66 0.62
C38 3.67 -5.86 -0.26
C39 2.49 -5.14 -0.11
H31 -1.68 -5.01 2.17
H32 -3.31 -6.49 1.05
H33 -3.29 -6.73 -1.40
H34 -1.64 -5.49 -2.76
H35 -0.02 -3.99 -1.67
H36 3.33 -3.36 2.67
H37 5.43 -4.61 2.35
H38 5.64 -6.24 0.50
H39 3.75 -6.60 -1.05
H40 1.66 -5.33 -0.78
Se1 4.51 -2.66 -1.35
N8 5.39 -1.17 -1.09
C40 4.52 -0.26 -0.70
C41 4.83 1.11 -0.43
C42 3.79 1.92 -0.10
C43 2.47 1.39 0.00
N9 2.13 0.13 -0.20
C44 3.16 -0.71 -0.60
N10 2.93 -1.96 -0.93
H41 5.85 1.46 -0.50
H42 3.93 2.97 0.09
H43 1.68 2.07 0.28

Output
- expectation value of S² = 0.77
- relative energy (zero: lowest compared OMol25 entry of this formula, charge and spin) (kcal per mole) = 11.3
- F_max (hartree/bohr) = 0.0107
- total charge = +3
- 2S+1 = 2
- frontier orbital gap (alpha / beta) (eV) = 3.90 / 4.19

=====

# 2
Computed, not measured: a molecular structure, C44H44BrF6N2O6P4Sr at a distorted geometry, with ωB97M-V/def2-TZVPD.

CARTESIAN COORDINATES (ANGSTROEM)
Sr1 -1.20 -0.86 -0.92
C1 3.44 -2.17 0.75
P1 2.43 -1.69 -0.71
C2 2.06 -3.36 -1.40
C3 3.85 -1.24 -1.82
C4 3.51 -1.19 -3.31
P2 1.91 -0.33 -3.68
C5 2.06 -0.29 -5.52
C6 2.43 1.39 -3.29
H1 3.99 -1.29 1.11
H2 4.15 -2.95 0.49
H3 2.81 -2.50 1.57
H4 2.98 -3.93 -1.58
H5 1.50 -3.25 -2.32
H6 1.43 -3.91 -0.70
H7 4.66 -1.96 -1.65
H8 4.22 -0.26 -1.50
H9 3.43 -2.21 -3.71
H10 4.31 -0.69 -3.87
H11 3.02 0.12 -5.84
H12 1.25 0.31 -5.94
H13 1.96 -1.31 -5.91
H14 3.33 1.69 -3.84
H15 2.62 1.45 -2.22
H16 1.62 2.08 -3.51
N1 -0.30 0.93 1.57
P3 0.11 2.57 1.29
C7 0.43 3.22 2.99
C8 1.56 3.94 3.36
C9 1.69 4.44 4.65
C10 0.69 4.23 5.59
C11 -0.46 3.53 5.22
C12 -0.59 3.04 3.94
C13 1.83 2.59 0.66
C14 2.87 1.76 1.08
C15 4.17 1.99 0.66
C16 4.45 3.07 -0.18
C17 3.42 3.89 -0.61
C18 2.12 3.64 -0.20
P4 0.53 -0.54 2.08
C19 0.46 -0.43 3.94
C20 -0.30 -1.30 4.71
C21 -0.25 -1.25 6.10
C22 0.58 -0.34 6.73
C23 1.36 0.52 5.98
C24 1.30 0.47 4.59
C25 -0.76 -1.71 1.72
C26 -2.17 -1.36 2.07
C27 -3.01 -2.53 2.42
C28 -2.57 -3.80 2.27
C29 -1.24 -4.11 1.86
C30 -0.38 -3.07 1.64
H17 -1.28 0.90 1.82
H18 2.35 4.10 2.64
H19 2.58 4.99 4.92
H20 0.80 4.61 6.59
H21 -1.24 3.36 5.95
H22 -1.48 2.49 3.67
H23 2.67 0.93 1.75
H24 4.97 1.34 0.99
H25 5.47 3.25 -0.50
H26 3.63 4.72 -1.27
H27 1.32 4.28 -0.54
H28 -0.94 -2.03 4.22
H29 -0.85 -1.93 6.68
H30 0.62 -0.30 7.82
H31 2.01 1.24 6.46
H32 1.91 1.16 4.02
H33 -2.27 -0.57 2.82
H34 -4.00 -2.31 2.80
H35 -3.24 -4.61 2.52
H36 -0.92 -5.14 1.77
H37 0.66 -3.29 1.42
O1 -6.58 2.05 1.68
C31 -5.64 1.52 1.16
C32 -4.59 0.65 1.85
O2 -4.50 0.46 3.06
C33 -3.77 0.16 0.78
C34 -4.07 0.70 -0.48
O3 -3.41 0.49 -1.52
C35 -5.26 1.59 -0.33
O4 -5.81 2.25 -1.17
O5 -2.73 -0.70 0.79
C36 -0.96 -3.44 -4.65
C37 -1.67 -3.06 -3.34
O6 -1.01 -2.13 -2.62
C38 -1.82 -4.34 -2.48
F1 -2.44 -4.10 -1.32
F2 -0.61 -4.84 -2.17
F3 -2.49 -5.34 -3.09
C39 -3.08 -2.53 -3.71
F4 -3.80 -2.19 -2.64
F5 -3.82 -3.41 -4.42
F6 -2.96 -1.43 -4.48
H38 -0.04 -3.97 -4.41
H39 -0.70 -2.52 -5.16
H40 -1.57 -4.06 -5.30
Br1 -3.42 4.93 -2.55
C40 -2.54 3.35 -3.11
C41 -2.79 2.82 -4.36
C42 -2.11 1.66 -4.71
C43 -1.22 1.11 -3.81
N2 -1.00 1.62 -2.60
C44 -1.66 2.72 -2.26
H41 -3.51 3.28 -5.03
H42 -2.29 1.18 -5.67
H43 -0.69 0.19 -4.04
H44 -1.49 3.11 -1.26

Output
- relative energy (zero: lowest compared OMol25 entry of this formula, charge and spin) (kcal per mole) = 69.5
- F_max (hartree/bohr) = 0.0384
- total charge = -1
- 2S+1 = 1
- frontier orbital gap (eV) = 6.57

=====

# 3
Computed, not measured: a molecular structure, C44H45BaN10O6S5 at a distorted geometry, with ωB97M-V/def2-TZVPD.

CARTESIAN COORDINATES (ANGSTROEM)
Ba1 -0.01 0.35 0.08
C1 2.15 4.16 -1.70
C2 3.20 2.98 -1.72
S1 3.25 1.92 -0.29
C3 3.87 3.04 1.01
C4 3.10 2.95 2.32
S2 1.28 3.28 2.20
C5 1.11 4.86 1.42
C6 0.24 4.88 0.19
S3 0.59 3.60 -1.04
H1 1.99 4.44 -2.78
H2 2.48 5.09 -1.25
H3 4.21 3.31 -2.08
H4 2.79 2.25 -2.37
H5 3.81 4.07 0.60
H6 4.94 2.97 1.27
H7 3.61 3.62 2.97
H8 3.10 1.98 2.83
H9 2.02 5.27 1.13
H10 0.65 5.61 2.08
H11 0.43 5.87 -0.19
H12 -0.85 4.64 0.32
C7 3.26 -6.29 0.15
O1 3.58 -4.92 0.02
C8 4.64 -4.55 -0.84
C9 5.28 -5.38 -1.68
C10 6.28 -4.90 -2.52
C11 6.72 -3.62 -2.35
C12 6.08 -2.78 -1.43
C13 4.97 -3.23 -0.76
N1 4.20 -2.36 0.04
C14 3.06 -1.82 -0.62
N2 3.01 -1.81 -1.99
C15 2.33 -0.80 -2.83
C16 1.32 -0.02 -2.27
C17 0.74 0.87 -3.17
C18 1.15 1.00 -4.55
C19 2.23 0.21 -4.99
C20 2.74 -0.82 -4.14
O2 3.62 -1.75 -4.57
C21 4.26 -1.57 -5.82
N3 2.09 -1.39 0.10
C22 2.03 -1.47 1.47
C23 2.55 -0.45 2.25
C24 2.42 -0.47 3.64
C25 1.74 -1.50 4.24
C26 1.26 -2.57 3.52
C27 1.44 -2.55 2.13
O3 0.95 -3.68 1.45
C28 -0.24 -3.27 0.83
H13 2.53 -6.39 0.94
H14 4.12 -6.90 0.43
H15 2.98 -6.71 -0.82
H16 5.03 -6.43 -1.86
H17 6.89 -5.53 -3.14
H18 7.54 -3.21 -2.83
H19 6.27 -1.74 -1.30
H20 3.79 -2.88 0.88
H21 3.84 -2.15 -2.46
H22 -0.04 1.58 -2.88
H23 0.87 1.80 -5.21
H24 2.63 0.48 -5.99
H25 3.69 -1.86 -6.72
H26 5.16 -2.14 -5.70
H27 4.52 -0.51 -5.91
H28 3.18 0.30 1.79
H29 2.86 0.34 4.18
H30 1.61 -1.52 5.30
H31 0.83 -3.48 4.02
H32 -0.95 -2.84 1.54
H33 -0.68 -4.21 0.45
H34 -0.15 -2.62 -0.07
S4 -1.73 0.27 3.54
C29 -3.24 -0.29 3.03
N4 -4.36 -0.08 3.70
C30 -5.58 -0.51 3.24
C31 -5.71 -0.88 1.95
C32 -4.55 -1.09 1.21
C33 -3.31 -0.95 1.79
H35 -4.45 0.31 4.62
H36 -6.36 -0.37 4.00
H37 -6.68 -1.17 1.56
H38 -4.65 -1.44 0.22
H39 -2.41 -1.26 1.20
N5 -1.83 -1.14 -1.34
C34 -2.79 -1.07 -2.02
N6 -3.93 -0.86 -2.63
C35 -4.39 -1.72 -3.54
N7 -4.91 -2.46 -4.26
O4 -8.42 2.83 5.09
S5 -7.69 1.79 4.48
O5 -8.37 0.47 4.36
O6 -6.32 1.69 4.95
C36 -7.59 2.18 2.68
N8 -8.72 2.14 2.01
C37 -8.59 2.17 0.68
C38 -7.34 2.23 0.05
C39 -6.25 2.36 0.87
N9 -6.40 2.29 2.16
C40 -4.84 2.58 0.47
C41 -3.99 3.08 1.48
C42 -2.66 3.13 1.18
N10 -2.15 2.76 0.03
C43 -2.96 2.45 -0.98
C44 -4.30 2.29 -0.80
H40 -9.61 2.19 0.23
H41 -7.31 2.36 -0.99
H42 -4.36 3.44 2.43
H43 -2.04 3.41 2.00
H44 -2.52 2.34 -1.99
H45 -4.88 1.88 -1.58

Output
- relative energy (zero: lowest compared OMol25 entry of this formula, charge and spin) (kcal per mole) = 54.2
- F_max (hartree/bohr) = 0.0717
- total charge = -1
- 2S+1 = 1
- frontier orbital gap (eV) = 6.91

=====

# 4
Computed, not measured: a molecular structure, C44H45BiBr2N4P2S2Si, with ωB97M-V/def2-TZVPD.

CARTESIAN COORDINATES (ANGSTROEM)
Bi1 0.04 -0.17 -0.66
S1 -1.22 1.19 -2.48
P1 -3.08 0.46 -1.90
C1 -3.19 -0.18 -0.34
P2 -2.81 0.89 0.89
S2 -0.78 1.57 1.01
C2 -3.71 2.47 1.08
C3 -4.95 2.43 1.71
C4 -5.72 3.59 1.81
C5 -5.25 4.77 1.26
C6 -4.04 4.80 0.60
C7 -3.26 3.65 0.51
C8 -3.06 0.07 2.48
C9 -3.67 -1.18 2.53
C10 -3.88 -1.81 3.75
C11 -3.48 -1.19 4.93
C12 -2.87 0.06 4.89
C13 -2.66 0.69 3.67
C14 -4.25 1.78 -2.38
C15 -3.89 2.87 -3.17
C16 -4.83 3.85 -3.48
C17 -6.12 3.75 -2.99
C18 -6.48 2.66 -2.20
C19 -5.55 1.68 -1.90
C20 -3.50 -0.88 -3.07
C21 -4.30 -1.93 -2.63
C22 -4.65 -2.95 -3.49
C23 -4.20 -2.93 -4.81
C24 -3.40 -1.89 -5.25
C25 -3.05 -0.86 -4.39
H1 -5.32 1.50 2.13
H2 -6.67 3.56 2.32
H3 -5.85 5.68 1.35
H4 -3.68 5.73 0.15
H5 -2.31 3.67 -0.01
H6 -3.98 -1.64 1.60
H7 -4.35 -2.78 3.78
H8 -3.65 -1.68 5.88
H9 -2.57 0.54 5.81
H10 -2.18 1.66 3.63
H11 -2.88 2.95 -3.55
H12 -4.54 4.70 -4.09
H13 -6.85 4.52 -3.21
H14 -7.49 2.58 -1.81
H15 -5.82 0.84 -1.27
H16 -4.64 -1.93 -1.59
H17 -5.28 -3.77 -3.15
H18 -4.48 -3.73 -5.48
H19 -3.05 -1.87 -6.28
H20 -2.40 -0.06 -4.72
Br1 -0.84 -3.40 1.20
C26 -1.95 -3.37 -0.38
Br2 -0.94 -3.58 -2.02
H21 -2.44 -2.40 -0.42
H22 -2.64 -4.20 -0.31
C27 2.61 0.91 1.75
N1 1.97 -0.43 1.69
C28 1.21 -0.62 2.96
N2 2.07 -0.49 4.14
C29 2.70 0.83 4.12
N3 3.50 1.05 2.90
C30 4.52 0.00 2.83
N4 3.93 -1.34 2.83
C31 3.05 -1.44 1.67
C32 3.13 -1.50 4.04
H23 1.84 1.67 1.79
H24 3.20 1.05 0.84
H25 0.76 -1.61 2.95
H26 0.42 0.13 3.01
H27 3.35 0.93 4.99
H28 1.92 1.60 4.17
H29 5.19 0.10 3.69
H30 5.10 0.14 1.92
H31 2.59 -2.44 1.65
H32 3.64 -1.32 0.76
H33 3.79 -1.41 4.91
H34 2.68 -2.49 4.04
C33 1.01 0.60 -6.48
C34 0.91 -0.54 -5.70
C35 1.28 -0.50 -4.36
C36 1.75 0.68 -3.78
C37 1.84 1.82 -4.58
C38 1.48 1.78 -5.92
Si1 2.20 0.71 -1.95
C39 3.45 -0.68 -1.75
C40 3.04 -2.02 -1.68
C41 3.95 -3.06 -1.59
C42 5.31 -2.78 -1.55
C43 5.75 -1.47 -1.62
C44 4.83 -0.43 -1.73
H35 0.73 0.57 -7.53
H36 0.54 -1.47 -6.12
H37 1.19 -1.40 -3.77
H38 2.19 2.75 -4.15
H39 1.56 2.67 -6.53
H40 2.82 2.01 -1.63
H41 1.98 -2.27 -1.69
H42 3.59 -4.08 -1.54
H43 6.03 -3.59 -1.46
H44 6.81 -1.25 -1.59
H45 5.18 0.59 -1.79

Output
- relative energy (zero: lowest compared OMol25 entry of this formula, charge and spin) (kcal per mole) = 15.5
- F_max (hartree/bohr) = 0.0170
- 2S+1 = 1
- frontier orbital gap (eV) = 7.41